DFT (ωB97M-V/def2-TZVPD) results for a 2-piece molecular cluster, C3H4Cl2S overall.

The geometry in XYZ format:
```
10
Properties=species:S:1:pos:R:3:nbo_charge:R:1
C 0.01 -0.86 0.02 -0.067
C -0.61 -0.40 1.25 -0.759
C 0.36 0.83 -1.32 -0.344
S 0.59 -2.22 -0.51 0.172
Cl 1.93 0.37 -1.95 0.012
Cl 0.33 2.19 -0.31 0.022
H -1.71 -0.57 1.43 0.260
H -0.34 0.58 1.29 0.240
H -0.09 -0.80 2.10 0.247
H -0.47 0.88 -2.01 0.218
```

**Electronic energy**: -39053.067 eV
**HOMO (spin up / spin down)**: -8.27 / -8.27 eV
**F_max**: 3.7 eV/A
**LUMO level (spin up / spin down)**: -0.263 / -0.263 eV
**Molecular weight**: 143.0 g mol⁻¹

=====

DFT (ωB97M-V/def2-TZVPD) results for a 2-piece molecular cluster, C3H4Cl2Si overall.

The geometry in XYZ format:
```
10
Properties=species:S:1:pos:R:3:nbo_charge:R:1
C 2.50 -0.96 -2.18 -1.249
Si 1.48 -0.48 -0.84 1.400
Cl 1.07 -1.11 0.99 -0.297
Cl 0.49 1.32 -1.04 -0.368
H 3.15 -0.27 -2.73 0.263
H 2.83 -2.08 -2.21 0.251
C -3.07 0.33 2.10 -0.231
C -2.52 1.41 2.02 -0.237
H -3.66 -0.52 2.26 0.229
H -2.26 2.36 1.63 0.238
```

**Electronic energy**: -36096.397 eV
**HOMO**: -8.49 eV
**SMILES string**: C=[Si](Cl)Cl.C#C
**F_max**: 3.3 eV/A
**LUMO level**: -0.091 eV
**Molecular weight**: 139.1 g mol⁻¹

=====

DFT (ωB97M-V/def2-TZVPD) results for a 2-piece molecular cluster, C3H4ClF overall.

The geometry in XYZ format:
```
9
Properties=species:S:1:pos:R:3:nbo_charge:R:1
C -0.91 0.60 -0.50 -0.523
C 2.95 -0.53 0.54 0.210
C 0.02 -0.22 -0.15 -0.195
F 2.73 -1.48 -0.31 -0.280
Cl 3.64 0.90 -0.13 0.025
H -1.82 0.18 -0.97 0.206
H -0.88 1.67 -0.45 0.212
H 3.37 -0.71 1.51 0.171
H 0.11 -1.22 -0.67 0.174
```

**Electronic energy**: -18408.001 eV
**HOMO (spin up / spin down)**: -7.41 / -6.31 eV
**F_max**: 2.2 eV/A
**LUMO level (spin up / spin down)**: -1.303 / -2.845 eV
**Molecular weight**: 94.5 g mol⁻¹

=====

DFT (ωB97M-V/def2-TZVPD) results for one molecule with the formula C3H4ClFO.

The geometry in XYZ format:
```
10
Properties=species:S:1:pos:R:3:nbo_charge:R:1
O 2.33 -0.98 -0.30 -0.491
C 1.26 -0.49 -0.55 0.431
C 0.45 0.33 0.39 -0.557
C -1.13 0.14 0.23 0.180
F -1.35 0.99 -0.84 -0.366
Cl -1.67 -1.48 -0.20 -0.022
H 0.69 -0.70 -1.49 0.122
H 0.57 1.43 0.20 0.262
H 0.63 0.23 1.50 0.240
H -1.79 0.53 1.06 0.203
```

**Electronic energy**: -20462.378 eV
**HOMO**: -10.26 eV
**SMILES string**: O=CC[C@@H](F)Cl
**F_max**: 3.3 eV/A
**LUMO level**: 0.742 eV
**Molecular weight**: 110.5 g mol⁻¹

=====

DFT (ωB97M-V/def2-TZVPD) results for one molecule with the formula C3H4ClFS.

The geometry in XYZ format:
```
10
Properties=species:S:1:pos:R:3:nbo_charge:R:1
F 0.77 1.61 0.20 -0.360
C -0.21 1.10 -0.64 -0.033
C -0.59 -0.15 0.12 -0.169
S -1.99 -0.79 -0.25 0.113
C 0.45 -0.80 0.81 -0.414
Cl 1.71 -1.07 -0.50 -0.072
H -1.03 1.86 -0.61 0.202
H -0.13 0.73 -1.67 0.220
H 0.89 -0.42 1.70 0.257
H 0.12 -2.07 0.85 0.256
```

**Electronic energy**: -29248.556 eV
**HOMO**: -9.21 eV
**SMILES string**: FCC(=S)CCl
**F_max**: 7.1 eV/A
**LUMO level**: -0.804 eV
**Molecular weight**: 126.6 g mol⁻¹

=====

DFT (ωB97M-V/def2-TZVPD) results for one molecule with the formula C3H4ClINP.

The geometry in XYZ format:
```
11
Properties=species:S:1:pos:R:3:nbo_charge:R:1
H -1.17 -2.98 1.60 0.365
N -0.64 -2.13 1.39 -0.598
C -1.13 -1.55 0.39 0.238
Cl -2.64 -2.15 -0.43 -0.075
C -0.47 -0.20 -0.15 -0.684
I -1.85 1.14 -1.02 0.212
P 1.31 -0.04 -0.10 0.799
C 1.53 1.73 -0.45 -0.994
H 1.05 2.34 0.29 0.249
H 2.65 1.77 -0.09 0.233
H 1.38 2.08 -1.45 0.254
```

**Electronic energy**: -34575.779 eV
**HOMO**: -8.82 eV
**SMILES string**: [H]/N=C(Cl)/C(I)=P/C
**F_max**: 4.1 eV/A
**LUMO level**: -0.912 eV
**Molecular weight**: 247.4 g mol⁻¹

=====

DFT (ωB97M-V/def2-TZVPD) results for an isolated ion of composition C3H4ClN3 and charge +2.

The geometry in XYZ format:
```
11
Properties=species:S:1:pos:R:3:nbo_charge:R:1
C 0.69 1.74 0.12 0.168
N 0.53 0.52 -0.10 -0.392
C 0.92 -0.70 -0.10 0.362
N 0.06 -1.73 -0.01 -0.344
N -1.17 -1.30 0.11 -0.093
C -1.88 -0.35 0.01 0.425
Cl -3.10 0.61 -0.03 0.498
H 0.69 2.58 -0.66 0.283
H 1.10 2.15 1.10 0.269
H 2.00 -0.73 -0.26 0.306
H 0.17 -2.77 -0.17 0.520
```

**Electronic energy**: -20144.935 eV
**HOMO**: -20.20 eV
**SMILES string**: C=[N+]=CN[N+]#CCl
**Net charge**: +2
**F_max**: 3.2 eV/A
**LUMO level**: -10.514 eV
**Molecular weight**: 117.5 g mol⁻¹

=====

DFT (ωB97M-V/def2-TZVPD) results for one molecule with the formula C3H4ClNO.

The geometry in XYZ format:
```
10
Properties=species:S:1:pos:R:3:nbo_charge:R:1
N 2.61 -0.87 -0.07 -0.261
C 1.51 -0.45 0.09 0.242
C 0.13 -0.15 0.34 -0.283
Cl -0.16 1.65 -0.08 -0.078
C -0.82 -1.09 -0.34 -0.067
O -2.08 -1.04 0.16 -0.694
H -0.09 -0.15 1.46 0.274
H -0.70 -0.97 -1.36 0.180
H -0.35 -2.07 -0.15 0.200
H -2.56 -0.23 -0.05 0.486
```

**Electronic energy**: -19234.784 eV
**HOMO**: -11.33 eV
**SMILES string**: N#C[C@@H](Cl)CO
**F_max**: 5.6 eV/A
**LUMO level**: 0.353 eV
**Molecular weight**: 105.5 g mol⁻¹

=====

DFT (ωB97M-V/def2-TZVPD) results for a 2-piece molecular cluster, C3H4ClNO2 overall.

The geometry in XYZ format:
```
11
Properties=species:S:1:pos:R:3:nbo_charge:R:1
O 2.08 0.24 0.01 -0.460
C 1.41 -0.18 0.91 0.364
C 0.09 0.39 1.13 0.047
N -0.92 0.79 1.53 0.241
O -1.91 1.22 2.05 -0.373
H 1.54 -0.82 1.71 0.165
C -0.46 -0.19 -1.52 -0.587
Cl 0.04 -1.84 -1.13 -0.063
H -1.41 0.03 -1.04 0.208
H -0.65 -0.18 -2.60 0.229
H 0.20 0.55 -1.06 0.229
```

**Electronic energy**: -21279.145 eV
**HOMO**: -10.52 eV
**SMILES string**: O=CC#[N+][O-].CCl
**F_max**: 3.2 eV/A
**LUMO level**: -0.607 eV
**Molecular weight**: 121.5 g mol⁻¹

=====

DFT (ωB97M-V/def2-TZVPD) results for one molecule with the formula C3H4ClNO2.

The geometry in XYZ format:
```
11
Properties=species:S:1:pos:R:3:mulliken_spin:R:1
C -0.75 1.40 -0.33 0.004
C 0.46 -0.78 -0.39 -0.019
C 0.13 -1.03 1.05 0.011
N 0.24 0.57 -0.83 0.657
O -0.90 2.58 -0.63 0.179
O 0.89 -1.56 -1.22 0.109
Cl 0.94 1.03 -2.36 1.059
H -1.22 0.92 0.47 -0.004
H -0.59 -0.34 1.52 0.003
H -0.32 -1.99 1.27 0.001
H 1.12 -0.81 1.44 0.000
```

**Electronic energy**: -21277.745 eV
**HOMO (spin up / spin down)**: -6.31 / -10.80 eV
**F_max**: 6.3 eV/A
**LUMO level (spin up / spin down)**: 0.420 / -3.661 eV
**Molecular weight**: 121.5 g mol⁻¹
**2S+1**: 3